# C34H42CuN4P2

C34H42CuN4P2 as an isolated structure in a non-equilibrium geometry (ωB97M-V/def2-TZVPD, OMol25).

Geometry (Å):
Cu 1.067 -2.071 -1.887
P -1.498 0.328 -0.427
P 0.911 0.936 1.400
N -2.705 1.579 -0.380
N 1.800 -0.547 0.856
N 2.220 1.623 2.283
N -2.322 -0.445 -1.956
C 2.855 -0.680 -0.011
C -2.848 -1.012 7.272
C -1.715 0.131 4.928
C -3.067 -2.180 -3.270
C -0.116 1.287 -1.132
C 1.693 -2.687 -0.039
C 3.066 0.955 -3.524
C 0.599 -1.378 -3.635
C -1.785 -1.645 0.831
C -3.989 1.287 0.071
C -2.956 0.080 -3.076
C -0.887 -0.313 6.004
C -4.702 2.462 0.201
C 2.908 -1.870 -4.620
C 3.074 2.758 4.055
C 2.920 -2.007 -0.453
C 0.935 1.842 -0.165
C 1.071 -1.745 0.820
C 0.729 -0.016 -3.874
C -1.433 -0.850 7.155
C 3.372 -1.520 -3.257
C -3.447 -0.942 -3.889
C 3.426 -0.270 -2.744
C -2.620 2.964 -0.556
C -3.131 -0.040 5.029
C -2.345 -1.827 -2.121
C 1.909 0.729 -4.448
C -3.673 -0.595 6.191
C 4.153 2.086 3.392
C 3.599 1.383 2.330
C -3.854 3.524 -0.196
C 1.929 2.436 3.368
C -1.129 0.625 3.711
C 1.418 -2.265 -4.563
H -1.335 -2.172 1.697
H -0.825 -1.251 7.963
H 3.108 3.416 4.900
H 0.685 -2.115 1.773
H -4.747 -0.796 6.222
H -3.228 -3.212 -3.559
H -4.083 4.576 -0.200
H -1.719 3.426 -0.928
H -4.008 -0.897 -4.843
H 3.459 -2.793 -4.848
H -3.261 -1.577 8.131
H 5.206 2.137 3.659
H 3.612 0.053 -0.057
H 0.175 -0.373 5.904
H -1.893 -2.462 -1.396
H 1.392 -3.293 -4.184
H -5.711 2.531 0.561
H -4.266 0.241 0.223
H -2.330 -0.857 1.345
H 3.927 1.310 -4.129
H 0.787 2.907 0.012
H -1.651 0.977 2.847
H 0.358 0.579 -1.828
H 2.815 1.817 -2.891
H -0.140 0.637 -3.820
H 1.494 1.734 -4.618
H -2.326 -2.351 0.238
H 1.004 -2.236 -5.595
H -3.034 1.152 -3.230
H 3.909 -2.326 -2.799
H 0.901 2.669 3.552
H 2.218 0.376 -5.469
H 4.066 -0.012 -1.870
H 1.535 -3.751 0.065
H -0.001 0.659 3.674
H -3.729 0.102 4.163
H 3.815 -2.451 -0.931
H -0.266 -1.923 -3.179
H 4.075 0.735 1.635
H 1.921 1.786 -0.639
H -0.475 2.088 -1.797
H 3.136 -1.169 -5.432

Output
Net charge: 0
HOMO-LUMO gap (spin up / spin down) (eV): 2.53 / 2.38
Relative energy (zero: lowest compared OMol25 entry of this formula, charge and spin) (eV): 5.749
Lowest unoccupied orbital energy (spin up / spin down) (eV): -1.43 / -1.44
Multiplicity: 2

---

# C34H42F4NO2

A 5-piece molecular cluster, C34H42F4NO2 overall (ωB97M-V/def2-TZVPD, OMol25).

Geometry (Å):
F 1.703 -1.345 0.131
F -4.757 -5.045 3.617
F -3.988 1.015 -0.516
F 3.423 0.146 -4.505
O 4.651 1.689 -0.567
O 2.539 4.635 -0.386
N 0.684 3.215 -0.053
C 5.671 0.777 -4.249
C -7.416 -5.344 6.723
C 4.120 2.166 -5.487
C 0.424 -3.010 -0.943
C -4.936 -1.917 2.192
C -6.888 -4.583 4.500
C 1.316 -2.029 -3.395
C -4.058 -2.191 1.153
C 6.679 1.698 -4.496
C 3.674 3.839 -0.010
C -0.674 3.417 -0.652
C -5.499 -0.654 2.309
C 3.960 0.843 0.352
C 3.903 2.756 -1.055
C 0.630 2.185 1.048
C 0.439 -3.104 -3.352
C 4.504 0.962 1.761
C -7.781 -4.687 5.557
C -5.188 0.343 1.395
C -0.548 0.885 -0.759
C -6.150 -5.902 6.834
C 1.750 -1.434 -2.219
C 6.417 2.848 -5.230
C -0.002 -3.591 -2.130
C -1.095 2.161 -1.408
C 4.414 1.036 -4.752
C 1.405 4.500 0.354
C -4.310 0.039 0.378
C -0.363 1.066 0.738
C -5.637 -5.145 4.643
C -3.737 -1.206 0.229
C 1.289 -1.941 -1.021
C 5.140 3.078 -5.723
C -5.245 -5.807 5.787
H 0.748 5.330 0.113
H -8.117 -5.425 7.542
H 0.409 0.595 -1.203
H -0.749 2.228 -2.437
H -4.255 -6.238 5.849
H 3.525 3.405 0.982
H -0.682 -4.431 -2.095
H 0.104 -3.565 -4.271
H 2.891 1.068 0.299
H -5.862 -6.417 7.740
H 3.120 2.317 -5.869
H 4.429 3.169 -1.912
H 1.673 -1.647 -4.341
H 5.562 1.209 1.702
H 4.530 4.507 0.040
H 7.675 1.512 -4.117
H 4.395 0.026 2.303
H 2.437 -0.598 -2.232
H -3.073 -1.405 -0.602
H -2.177 2.117 -1.397
H 1.641 1.793 1.152
H -7.158 -4.087 3.577
H 4.934 3.968 -6.302
H 0.358 2.711 1.959
H 0.096 -3.376 0.020
H 4.075 -0.179 -0.003
H -5.617 1.333 1.463
H -0.591 4.252 -1.343
H 4.016 1.743 2.347
H 0.037 0.153 1.174
H -1.236 0.065 -0.944
H -6.190 -0.441 3.114
H 2.926 2.408 -1.428
H -1.321 1.257 1.220
H -3.626 -3.178 1.058
H -8.770 -4.259 5.463
H -5.180 -2.692 2.904
H 5.850 -0.124 -3.678
H 1.581 4.452 1.429
H 1.272 2.843 -0.802
H 7.208 3.558 -5.424
H -1.349 3.679 0.158

Output
Net charge: +1
HOMO-LUMO gap (eV): 8.81
Lowest unoccupied orbital energy (eV): -1.98
Multiplicity: 1

---

# C34H42F6N6O11S4SiTi

C34H42F6N6O11S4SiTi as an isolated structure in a non-equilibrium geometry (ωB97M-V/def2-TZVPD, OMol25).

Geometry (Å):
Ti -0.107 1.248 0.608
S -0.572 2.877 3.278
S 0.576 0.310 -1.483
S 1.493 -0.310 1.585
S -0.919 4.236 0.962
Si 0.776 -2.292 1.591
F -3.309 4.355 2.130
F 1.266 4.028 4.787
F 0.675 2.044 5.416
F -2.224 6.228 2.206
F -3.127 5.577 0.352
F 1.973 2.288 3.702
O 0.978 2.653 0.430
O 1.628 -3.356 0.689
O 1.488 4.379 -6.341
O 3.523 5.165 -5.965
O -0.306 5.166 0.085
O -1.534 3.005 0.473
O 0.839 -2.985 3.091
O 2.937 3.653 0.717
O -0.743 -2.377 0.990
O -0.548 1.589 2.586
O -1.641 3.066 4.206
N -1.394 0.544 -3.376
N -1.818 0.496 0.070
N -0.375 0.537 -4.225
N 2.455 4.614 -5.560
N -0.264 4.124 2.396
N -2.107 0.550 -1.242
C 3.401 -3.699 -0.836
C -1.094 0.484 -2.091
C 0.838 -2.486 4.424
C 0.335 0.739 -7.812
C -5.186 1.632 1.149
C 3.897 -3.043 1.529
C -2.911 -3.196 0.349
C 1.059 3.342 -2.398
C -1.190 -4.751 1.258
C 1.171 3.648 -3.730
C -5.203 1.205 2.470
C 3.282 4.207 -2.004
C 2.111 3.609 -1.496
C 2.347 4.257 -4.223
C -0.919 -3.703 -1.035
C -0.572 0.687 -5.580
C 2.957 -3.832 0.621
C -4.088 1.390 0.344
C -0.312 -1.500 4.630
C -3.000 0.281 2.181
C 2.937 -5.302 1.046
C -2.481 5.156 1.449
C 3.406 4.528 -3.329
C 2.054 3.338 -0.058
C 0.946 2.812 4.349
C -2.964 0.732 0.859
C -2.013 1.071 -7.471
C 0.654 -3.706 5.326
C -4.107 0.521 2.974
C -0.929 0.980 -8.334
C 0.518 0.592 -6.450
C -1.418 -3.506 0.398
C 2.175 -1.811 4.739
C -1.848 0.923 -6.107
H -0.128 -4.990 1.306
H -2.679 1.002 -5.422
H -4.111 0.170 4.000
H 3.937 -5.736 0.981
H -0.317 -1.119 5.652
H -3.289 -2.946 1.340
H -1.266 -1.994 4.432
H -4.062 1.718 -0.684
H 2.262 -5.867 0.401
H -0.200 -0.660 3.945
H 0.153 -3.875 -1.046
H -1.124 -2.796 -1.606
H 2.986 -2.537 4.660
H 2.349 -1.005 4.027
H -3.001 1.275 -7.866
H 4.927 -3.364 1.368
H 2.745 -4.287 -1.481
H 2.167 -1.403 5.752
H 3.809 -1.976 1.317
H -6.060 1.411 3.100
H -3.093 -2.355 -0.317
H 3.331 -2.653 -1.136
H -3.450 -4.066 -0.033
H -1.061 1.112 -9.400
H -2.160 -0.284 2.559
H 4.295 4.998 -3.722
H 0.136 2.918 -2.034
H 1.189 0.672 -8.474
H 4.428 -4.047 -0.962
H -1.538 -4.550 2.274
H 0.371 3.447 -4.429
H 0.562 0.521 -3.834
H -1.741 -5.604 0.857
H 1.438 -4.436 5.118
H 4.086 4.415 -1.310
H 0.709 -3.415 6.377
H 2.581 -5.373 2.075
H -6.031 2.181 0.749
H -0.315 -4.172 5.137
H 1.504 0.415 -6.037
H 3.629 -3.211 2.572
H -1.436 -4.544 -1.502

Output
Net charge: -2
HOMO-LUMO gap (spin up / spin down) (eV): 4.14 / 6.73
Relative energy (zero: lowest compared OMol25 entry of this formula, charge and spin) (eV): 0.877
Lowest unoccupied orbital energy (spin up / spin down) (eV): 3.71 / 3.61
Multiplicity: 3

---

# C34H43BBrN7O4RhS3

C34H43BBrN7O4RhS3 as an isolated structure in a non-equilibrium geometry (ωB97M-V/def2-TZVPD, OMol25).

Geometry (Å):
Rh -0.054 0.304 0.063
Br -1.452 0.520 -4.000
S 0.523 1.093 2.380
S 0.090 2.175 -1.409
S 2.142 -0.686 0.117
O 1.195 2.271 1.824
O -0.551 -0.894 -1.780
O -6.957 -2.902 -0.783
O -1.637 -2.761 -1.232
N -1.905 -0.594 1.004
N -6.990 -1.773 1.170
N 1.844 -2.807 -1.494
N 2.442 3.341 -0.801
N 2.701 1.529 -2.015
N 2.307 -0.970 -2.611
N -5.124 -1.671 -0.270
C 2.077 -1.474 -1.397
C -1.168 -2.294 -3.525
C -6.804 1.752 3.460
C -2.441 3.289 4.307
C -6.403 -2.166 -0.004
C -0.884 -2.921 -6.225
C 1.441 -3.647 -0.402
C -0.538 1.746 3.750
C -1.029 -1.601 -5.837
C -2.944 -1.921 2.679
C 3.281 2.108 4.124
C 1.926 -3.143 -2.809
C 1.822 4.452 -0.135
C -1.873 -1.191 2.196
C 2.218 -2.000 -3.492
C -1.653 2.612 3.187
C 3.778 3.139 -0.949
C -1.064 -3.616 -3.935
C 3.156 0.815 3.329
C -6.866 -0.591 1.914
C -1.175 -1.298 -4.492
C -6.189 0.537 1.459
C -0.922 -3.929 -5.275
C 1.779 0.183 3.418
C 1.798 2.329 -1.426
C -6.162 1.685 2.228
C -1.155 -1.977 -2.035
C -2.976 -0.736 0.241
C -7.485 0.624 3.902
C -4.069 -2.080 1.893
C -7.517 -0.531 3.146
C 3.928 2.018 -1.708
C -4.087 -1.504 0.622
C -6.759 3.003 4.280
B 2.483 0.482 -3.138
H 3.383 1.008 2.278
H -2.966 -0.229 -0.716
H -1.033 -0.804 -6.564
H -5.647 2.556 1.851
H 1.409 0.160 4.439
H 1.780 -4.143 -3.162
H -0.965 -1.089 2.776
H -7.839 -2.292 1.362
H -7.512 2.983 5.063
H -0.933 0.881 4.278
H 1.800 -0.824 3.005
H -5.718 0.542 0.490
H -1.785 3.911 4.912
H 2.363 -1.844 -4.541
H 0.516 -3.261 0.039
H -8.007 0.651 4.846
H 1.349 4.110 0.786
H -4.851 -1.784 -1.239
H -6.922 3.881 3.658
H -2.329 1.996 2.587
H -0.748 -3.160 -7.269
H -0.827 -4.959 -5.576
H -1.216 3.371 2.531
H 3.061 1.942 5.178
H 4.816 1.545 -2.073
H 4.512 3.790 -0.522
H 1.067 4.902 -0.782
H 3.884 0.090 3.699
H 1.493 0.773 -3.716
H -1.095 -4.390 -3.183
H -5.781 3.110 4.753
H -3.224 3.918 3.892
H 4.297 2.491 4.049
H 3.453 0.488 -3.820
H -8.064 -1.391 3.503
H 2.583 5.189 0.110
H 1.257 -4.653 -0.769
H 0.117 2.322 4.401
H -4.897 -2.680 2.235
H 2.217 -3.673 0.365
H -2.886 -2.378 3.654
H 2.604 2.861 3.730
H -2.905 2.547 4.954

Output
Net charge: +1
HOMO-LUMO gap (spin up / spin down) (eV): 5.47 / 5.50
Relative energy (zero: lowest compared OMol25 entry of this formula, charge and spin) (eV): 2.556
Lowest unoccupied orbital energy (spin up / spin down) (eV): -4.95 / -4.92
Multiplicity: 1

---

# C34H43Br2IrN4S

C34H43Br2IrN4S as an isolated structure (ωB97M-V/def2-TZVPD, OMol25).

Geometry (Å):
Ir 0.416 0.657 0.387
Br -1.238 5.857 4.174
Br 1.385 -0.937 6.920
S -0.820 1.745 -1.308
N 1.080 0.074 2.372
N 0.248 2.381 1.515
N -2.774 1.279 0.456
N -3.251 2.837 -1.137
C -1.319 -2.534 -1.360
C 3.648 -0.957 -2.240
C -2.292 -3.248 -0.419
C -3.130 5.638 -4.267
C 0.892 -3.976 1.049
C -0.790 -3.485 -2.473
C -0.603 4.467 3.107
C 2.060 -1.970 0.074
C -0.058 -2.022 -0.723
C 4.035 0.408 -0.167
C 0.068 2.196 2.838
C -3.135 3.782 -2.211
C -4.295 4.012 -2.940
C 2.611 1.300 -2.017
C 0.616 0.610 4.673
C 0.556 0.892 3.323
C -4.291 4.941 -3.966
C -0.297 4.688 1.771
C -2.116 -1.439 -2.075
C 1.289 -0.525 5.105
C 3.019 0.040 -1.251
C -1.973 4.484 -2.492
C 0.073 -3.636 2.308
C 0.963 -2.744 0.136
C 0.372 -5.267 0.402
C 1.771 -0.974 2.823
C 0.540 -0.830 -1.204
C 0.111 3.617 1.008
C 1.911 -1.311 4.156
C 2.315 -4.309 1.528
C -2.374 1.991 -0.609
C -0.397 3.208 3.656
C 1.827 -0.660 -0.622
C -1.980 5.407 -3.528
H -1.545 -0.933 -2.851
H 0.331 3.733 -0.042
H 3.502 1.785 -2.416
H 3.993 -1.865 -1.743
H -1.070 4.330 -1.922
H 2.107 2.023 -1.372
H -0.576 3.043 4.707
H -0.211 -2.922 -3.207
H -2.202 0.495 0.739
H 2.279 -5.211 2.138
H -0.668 -5.228 0.090
H -0.384 5.670 1.329
H 1.958 1.069 -2.862
H -3.123 6.362 -5.070
H 0.125 -4.473 3.006
H 0.176 1.280 5.394
H -0.974 -3.446 2.105
H 0.223 -0.363 -2.119
H -4.199 2.755 -0.793
H -1.074 5.955 -3.751
H 4.417 -0.468 0.360
H -1.884 -4.137 0.042
H 2.747 -3.525 2.154
H -1.660 -3.903 -2.982
H 2.991 -4.505 0.694
H -3.710 1.359 0.824
H -2.632 -2.571 0.368
H -5.197 5.116 -4.529
H -2.498 -0.694 -1.378
H 0.477 -2.757 2.815
H -2.971 -1.908 -2.563
H 0.982 -5.552 -0.457
H -3.168 -3.550 -0.994
H -0.181 -4.301 -2.105
H 4.893 0.905 -0.621
H 3.602 1.094 0.565
H 4.512 -0.499 -2.723
H 0.449 -6.070 1.135
H 2.937 -1.240 -3.019
H -5.202 3.463 -2.711
H 3.024 -2.234 0.483
H 2.240 -1.590 2.081
H 2.492 -2.179 4.431

Output
Net charge: +2
HOMO-LUMO gap (eV): 6.30
Relative energy (zero: lowest compared OMol25 entry of this formula, charge and spin) (eV): 2.910
Lowest unoccupied orbital energy (eV): -7.29
Multiplicity: 1

---

Result set for total energy: -105104.35166 -52387.40776 -158048.24217 -160805.58106 -195662.25885 eV, one per record in the order listed.